ORCA calculation (ωB97M-V with the def2-TZVPD basis set) on the ion C3H8N4O with charge +2 in a non-equilibrium geometry.

Results
Kohn-Sham gap = 8.9 eV
energy relative to the best compared isomer or geometry (same formula, charge and spin) = 1.236 eV
net charge = +2
SMILES = [NH2+]=C/[NH+]=C\N/C=N/O
max |F| = 2.1 eV/Å

The geometry in XYZ format:
```
16
Properties=species:S:1:pos:R:3:nbo_charge:R:1
N -0.830 -0.544 -1.038 -0.578
O 1.116 0.236 2.255 -0.432
H 1.662 1.370 -1.893 0.481
C 0.084 0.163 -1.736 0.425
H 2.552 1.284 0.209 0.245
N 1.069 0.859 -1.232 -0.457
C 1.551 0.872 0.078 0.136
H -1.857 -2.182 0.730 0.451
H -2.353 -0.933 1.811 0.473
H 2.044 0.432 2.520 0.503
H -1.416 0.759 0.506 0.272
N 0.813 0.408 1.004 -0.076
H 0.029 0.081 -2.820 0.275
H -1.239 -1.340 -1.537 0.472
C -1.340 -0.281 0.202 0.436
N -1.886 -1.185 0.941 -0.626
```